P | Entry from OMol25: a cluster of 3 separate species, C5H13NO2 in total (wB97M-V/def2-TZVPD).

ORCA input file:
```
! RIJCOSX wB97M-V def2-TZVPD def2/J DEFGRID3
* xyz 0 1
C -2.217 2.007 2.326
C -2.046 1.274 1.018
C -1.129 0.337 0.867
C -0.821 -0.468 -0.312
C -0.163 -1.618 -0.300
N 0.148 -2.366 -1.464
H -1.908 3.050 2.272
H -3.257 1.918 2.646
H -1.605 1.562 3.113
H -2.710 1.558 0.208
H -0.537 0.063 1.739
H -1.273 -0.189 -1.263
H 0.329 -2.048 0.565
H 0.446 -3.296 -1.257
H -0.495 -2.283 -2.230
O 2.866 -0.816 -1.485
H 2.212 -1.521 -1.381
H 3.371 -1.135 -2.265
O 1.899 1.595 -0.064
H 2.169 0.887 -0.684
H 2.522 2.309 -0.048
*
```

HOMO level	-7.66	eV
Kohn-Sham gap	8.38	eV
SMILES	C/C=C/C=C/N.O.O



Q | Entry from OMol25: a cluster of 3 separate species, C5H13NO2 in total (wB97M-V/def2-TZVPD).

ORCA input file:
```
! RIJCOSX wB97M-V def2-TZVPD def2/J DEFGRID3
* xyz 0 1
C 1.231 0.505 2.785
C 0.722 -0.178 1.702
C 1.074 0.107 0.332
N 1.054 1.498 -0.143
C 1.172 -0.888 -0.604
C 1.316 -0.807 -2.071
H 1.915 1.366 2.653
H 0.936 0.074 3.758
H 0.103 -0.982 1.975
H 1.964 1.769 -0.474
H 0.800 2.037 0.731
H 0.966 -1.891 -0.249
H 0.379 -1.059 -2.617
H 2.143 -1.455 -2.301
H 1.604 0.231 -2.377
O -3.620 -1.168 -0.302
H -2.861 -0.732 -0.580
H -3.454 -2.062 -0.270
O -1.650 0.835 -1.010
H -2.113 1.556 -0.786
H -0.689 0.895 -0.829
*
```

HOMO level	-8.46	eV
Kohn-Sham gap	9.13	eV
SMILES	C=C/C(N)=C/C.O.O



Most stable = P



P | Entry from OMol25: a cluster of 2 separate species, C5H13NO2 in total (wB97M-V/def2-TZVPD).

ORCA input file:
```
! RIJCOSX wB97M-V def2-TZVPD def2/J DEFGRID3
* xyz 0 1
C -1.649 0.046 2.279
C -1.491 0.863 1.001
N -0.867 0.127 -0.103
C -0.234 0.827 -1.209
C 0.444 -0.046 -2.300
C 1.761 -0.608 -1.837
O 2.474 -0.050 -1.024
H -2.024 0.584 3.165
H -2.436 -0.711 2.194
H -0.669 -0.433 2.507
H -0.966 1.782 1.252
H -2.481 1.101 0.601
H -0.149 -0.522 0.337
H 0.583 1.464 -0.844
H -1.036 1.443 -1.643
H -0.206 -0.871 -2.558
H 0.568 0.615 -3.182
H 2.221 -1.504 -2.268
O 1.698 -1.526 1.194
H 2.308 -1.564 1.935
H 2.152 -1.017 0.501
*
```

HOMO level	-8.47	eV
Kohn-Sham gap	9.16	eV
SMILES	CCNCCC=O.O



Q | Entry from OMol25: a structure of composition C5H13NO2 (wB97M-V/def2-TZVPD).

ORCA input file:
```
! RIJCOSX wB97M-V def2-TZVPD def2/J DEFGRID3
* xyz 0 1
C -0.055 0.035 0.710
C -1.249 -0.369 -0.159
C 2.483 -0.759 -0.001
C 0.484 1.430 0.540
C -1.084 -0.034 -1.635
N -2.399 0.350 0.404
O 1.137 -1.139 0.250
O -0.067 -0.462 1.944
H 0.733 -1.248 1.460
H -1.333 -1.459 -0.049
H -3.242 0.130 -0.114
H -2.540 0.064 1.368
H 3.081 -1.667 -0.099
H 2.888 -0.147 0.810
H 2.543 -0.200 -0.938
H 0.861 1.609 -0.466
H -0.350 2.111 0.719
H 1.260 1.621 1.278
H -1.056 1.045 -1.791
H -1.925 -0.432 -2.206
H -0.169 -0.481 -2.023
*
```

HOMO level	-9.36	eV
Kohn-Sham gap	10.28	eV



Most stable = P



P | Entry from OMol25: a cluster of 2 separate species, C5H13NO2 in total (wB97M-V/def2-TZVPD).

ORCA input file:
```
! RIJCOSX wB97M-V def2-TZVPD def2/J DEFGRID3
* xyz 0 1
C 0.682 -1.849 -2.429
C -0.552 -1.967 -1.561
C -1.238 -0.727 -0.940
C -0.180 0.323 -0.379
N 0.557 -0.161 0.811
C 1.448 0.796 1.247
O 1.585 1.861 0.714
H 0.521 -2.467 -3.372
H 0.911 -0.804 -2.694
H 1.547 -2.220 -1.920
H -0.252 -2.538 -0.706
H -1.260 -2.451 -2.145
H -1.964 -0.221 -1.585
H -1.842 -0.974 -0.127
H 0.482 0.646 -1.273
H -0.550 1.293 -0.124
H 0.595 -1.081 1.157
H 1.721 0.626 2.281
O -1.867 1.699 2.386
H -1.183 2.522 2.383
H -1.323 0.860 2.014
*
```

HOMO level	-10.19	eV
Kohn-Sham gap	10.87	eV
SMILES	CCCCNC=O.O



Q | Entry from OMol25: a structure of composition C5H13NO2 (wB97M-V/def2-TZVPD).

ORCA input file:
```
! RIJCOSX wB97M-V def2-TZVPD def2/J DEFGRID3
* xyz 0 1
N -0.739 1.710 -0.672
C 0.081 0.666 -0.038
C -0.542 -0.449 0.851
C 3.847 -0.176 -0.018
C 2.433 -0.261 0.459
C 1.487 0.605 -0.119
H -1.103 2.354 0.039
H -1.419 1.482 -1.378
H -0.322 -0.592 1.918
H -0.441 -1.422 0.342
H 4.092 -0.946 -0.750
H 3.999 0.782 -0.521
H 4.594 -0.259 0.792
H 2.119 -1.281 0.703
H 1.891 1.324 -0.815
H -4.224 -1.846 0.770
H -4.012 0.449 -1.604
O -3.318 0.378 -0.945
H -3.460 -0.670 -0.181
H -1.605 -0.255 0.755
O -3.359 -1.588 0.411
*
```

HOMO level	-7.23	eV
Kohn-Sham gap	3.88	eV



Most stable = P



P | Entry from OMol25: a structure of composition C5H13NO2 (wB97M-V/def2-TZVPD).

ORCA input file:
```
! RIJCOSX wB97M-V def2-TZVPD def2/J DEFGRID3
* xyz 0 1
C 0.684 -0.582 0.382
C 0.907 0.666 -0.316
C -1.010 -0.748 -0.469
C 0.233 1.929 0.157
C -2.050 -0.598 0.625
N 1.502 -1.657 0.043
O 2.541 0.963 0.200
O -1.390 -0.131 -1.665
H 3.090 0.213 -0.067
H -1.751 0.742 -1.474
H 0.511 -0.488 1.451
H 1.056 0.585 -1.393
H -0.896 -1.800 -0.744
H 1.782 -1.716 -0.926
H 1.476 -2.447 0.670
H -3.032 -0.898 0.251
H -1.810 -1.238 1.473
H -0.173 1.823 1.162
H 0.996 2.704 0.196
H -0.551 2.245 -0.529
H -2.116 0.434 0.973
*
```

HOMO level	-7.96	eV
Kohn-Sham gap	8.84	eV



Q | Entry from OMol25: a cluster of 2 separate species, C5H13NO2 in total (wB97M-V/def2-TZVPD).

ORCA input file:
```
! RIJCOSX wB97M-V def2-TZVPD def2/J DEFGRID3
* xyz 0 1
C -0.266 -0.493 1.210
C 0.951 -0.077 0.120
C 0.796 -0.886 -1.163
C 2.304 -0.344 0.772
C 0.720 1.371 -0.070
O -0.090 1.867 -0.839
H -1.282 -0.196 0.966
H -0.011 0.045 2.122
H -0.221 -1.566 1.354
H -0.165 -0.731 -1.636
H 1.559 -0.606 -1.885
H 0.890 -1.947 -0.942
H 2.414 0.217 1.699
H 2.409 -1.404 0.998
H 3.119 -0.060 0.103
H 1.216 2.017 0.674
N -3.209 0.544 -0.278
O -2.159 0.275 -1.194
H -3.793 1.274 -0.690
H -3.763 -0.312 -0.251
H -1.420 1.012 -1.071
*
```

HOMO level	-8.69	eV
Kohn-Sham gap	9.38	eV
SMILES	CC(C)(C)C=O.NO



Most stable = Q



P | Entry from OMol25: an isolated molecule of C5H13NO2 (wB97M-V/def2-TZVPD).

ORCA input file:
```
! RIJCOSX wB97M-V def2-TZVPD def2/J DEFGRID3
* xyz 0 1
C -0.730 -1.745 0.294
N -0.440 -0.358 0.607
C -1.783 0.646 0.492
O -2.651 0.311 -0.517
C 0.623 0.259 -0.133
C 1.670 -0.695 -0.711
C 1.314 1.301 0.752
O -0.002 0.921 -1.306
H -1.005 -1.910 -0.758
H -1.591 -2.050 0.891
H 0.122 -2.394 0.504
H -2.173 0.420 1.481
H -1.582 1.720 0.477
H -2.141 -0.206 -1.160
H 2.447 -0.114 -1.205
H 2.124 -1.283 0.082
H 1.222 -1.359 -1.444
H 0.602 2.018 1.159
H 2.073 1.840 0.185
H 1.784 0.798 1.594
H 0.117 1.879 -1.283
*
```

HOMO level	-8.75	eV
Kohn-Sham gap	9.57	eV
SMILES	CN(CO)C(C)(C)O



Q | Entry from OMol25: a cluster of 2 separate species, C5H13NO2 in total (wB97M-V/def2-TZVPD).

ORCA input file:
```
! RIJCOSX wB97M-V def2-TZVPD def2/J DEFGRID3
* xyz 0 1
C -0.049 1.228 2.686
C 0.637 0.375 1.627
N 0.060 0.490 0.291
C -1.285 -0.066 0.227
C 0.928 -0.129 -0.713
C 0.812 0.622 -1.998
O 0.700 0.088 -3.077
H 0.536 1.134 3.596
H -0.162 2.257 2.356
H -1.012 0.785 2.905
H 1.660 0.726 1.499
H 0.682 -0.688 1.922
H -1.901 0.521 0.904
H -1.723 0.088 -0.759
H -1.334 -1.123 0.508
H 0.633 -1.163 -0.905
H 1.969 -0.157 -0.385
H 0.853 1.721 -1.943
O -0.929 -2.214 -2.642
H -0.401 -1.483 -2.990
H -0.675 -3.014 -3.109
*
```

HOMO level	-8.97	eV
Kohn-Sham gap	9.95	eV
SMILES	CCN(C)CC=O.O



Most stable = Q



P | Entry from OMol25: the ion C11H22N3 with charge +1 (wB97M-V/def2-TZVPD).

ORCA input file:
```
! RIJCOSX wB97M-V def2-TZVPD def2/J DEFGRID3
* xyz 1 1
C -1.068 2.215 -0.512
N -1.070 0.849 -0.108
C 0.022 0.124 -0.099
C 1.366 0.586 -0.115
N 1.854 1.734 -0.017
N 2.709 2.460 0.040
C 2.422 -0.699 0.110
C 2.162 -1.241 1.549
C 3.880 -0.180 0.063
C 2.126 -1.610 -0.968
C -2.309 0.121 -0.037
C -2.459 -0.664 -1.358
C -2.236 -0.658 1.299
C -3.594 1.037 -0.004
H -1.365 2.398 -1.592
H -1.720 2.867 0.176
H -0.136 2.751 -0.502
H 0.062 -0.931 0.093
H 2.992 -1.508 2.139
H 1.701 -0.347 2.106
H 1.510 -2.012 1.406
H 4.465 -1.113 -0.034
H 4.101 0.333 0.887
H 4.224 0.337 -0.780
H 1.264 -2.303 -1.010
H 2.983 -2.253 -1.059
H 2.043 -1.065 -1.965
H -1.612 -0.405 -1.966
H -2.523 -1.771 -1.296
H -3.480 -0.364 -1.795
H -1.835 0.153 2.090
H -1.547 -1.536 1.431
H -3.261 -1.034 1.819
H -4.489 0.423 -0.008
H -3.518 1.490 0.881
H -3.663 1.818 -0.864
*
```

HOMO level	-12.76	eV
Kohn-Sham gap	8.48	eV
SMILES	CN(/C=C(\[N+]#N)C(C)(C)C)C(C)(C)C



Q | Entry from OMol25: a cluster of 2 separate species, C11H22N3 in total (wB97M-V/def2-TZVPD).

ORCA input file:
```
! RIJCOSX wB97M-V def2-TZVPD def2/J DEFGRID3
* xyz 1 1
C 0.193 1.853 1.163
C 1.116 2.694 1.635
C 1.667 2.281 -0.480
C 0.393 1.544 -0.181
C 1.733 -0.763 1.628
C -0.550 -1.730 1.188
C -2.262 -0.655 -1.781
C -2.779 1.022 -0.134
C 0.641 -2.859 -1.299
C -0.329 0.728 -0.961
C 0.844 -1.421 0.724
N 1.962 3.093 0.652
N -1.680 0.241 -0.823
N 1.236 -1.927 -0.480
H -0.522 1.421 1.830
H 1.091 3.257 2.547
H 1.590 2.982 -1.432
H 2.745 -0.541 1.176
H 1.862 -1.185 2.609
H 1.174 0.222 1.821
H -1.318 -1.218 0.505
H -0.721 -1.495 2.202
H -0.767 -2.814 0.978
H -3.285 -0.840 -1.297
H -2.379 -0.071 -2.664
H -1.618 -1.512 -1.911
H -3.674 1.160 -0.794
H -3.168 0.329 0.602
H -2.338 1.922 0.230
H 1.442 -3.236 -1.898
H 0.124 -3.694 -0.817
H -0.168 -2.479 -1.973
H 0.115 0.510 -1.962
H 2.903 3.437 0.726
H 2.206 -1.914 -0.783
H 2.519 1.657 -0.545
*
```

HOMO level (alpha / beta)	-9.84 / -9.84	eV
Kohn-Sham gap (alpha / beta)	6.40 / 6.40	eV



Most stable = Q



P | Entry from OMol25: a cluster of 2 separate species, C2H8O2 in total (wB97M-V/def2-TZVPD).

ORCA input file:
```
! RIJCOSX wB97M-V def2-TZVPD def2/J DEFGRID3
* xyz 0 1
C 0.268 -1.626 -0.742
C 0.565 -0.897 0.566
O 0.590 0.553 0.496
H 1.015 -1.317 -1.474
H 0.445 -2.659 -0.435
H -0.700 -1.352 -1.153
H 1.534 -1.057 1.051
H -0.219 -1.135 1.305
H -0.239 0.792 0.066
O -1.020 2.555 -0.115
H -1.762 3.183 -0.138
H -0.478 2.961 0.573
*
```

HOMO level	-9.77	eV
Kohn-Sham gap	10.50	eV
SMILES	CCO.O



Q | Entry from OMol25: a cluster of 2 separate species, C2H8O2 in total (wB97M-V/def2-TZVPD).

ORCA input file:
```
! RIJCOSX wB97M-V def2-TZVPD def2/J DEFGRID3
* xyz 0 1
C 0.864 1.079 0.952
O 2.102 1.359 1.439
H 0.661 -0.001 1.053
H 0.954 1.321 -0.120
H 0.010 1.638 1.369
H 2.775 0.845 0.945
C -1.385 -0.708 -0.871
O -0.291 -1.530 -0.927
H -1.271 0.277 -1.356
H -1.752 -0.554 0.157
H -2.137 -1.289 -1.430
H -0.531 -2.438 -1.209
*
```

HOMO level	-9.93	eV
Kohn-Sham gap	10.74	eV
SMILES	CO.CO



Most stable = P



P | Entry from OMol25: an isolated molecule of C2H2N4O2 (wB97M-V/def2-TZVPD).

ORCA input file:
```
! RIJCOSX wB97M-V def2-TZVPD def2/J DEFGRID3
* xyz 0 1
O 2.212 1.256 1.155
N 1.694 0.680 -0.023
C 0.446 0.318 0.086
N 0.017 0.019 -1.230
N -1.174 -0.447 -1.566
C -1.667 -1.054 -0.383
N -1.387 -1.018 0.883
O -0.396 0.175 1.106
H 2.840 1.832 0.638
H -2.585 -1.761 -0.667
*
```

HOMO level	-9.70	eV
Kohn-Sham gap	7.78	eV
SMILES	O/N=c1/nncno1



Q | Entry from OMol25: an isolated molecule of C2H2N4O2 (wB97M-V/def2-TZVPD).

ORCA input file:
```
! RIJCOSX wB97M-V def2-TZVPD def2/J DEFGRID3
* xyz 0 1
O 1.784 -1.541 -0.208
C 1.426 -0.427 -0.054
O 2.129 0.651 0.209
N -0.055 -0.313 -0.020
C -0.919 0.717 -0.170
N -2.192 0.316 -0.075
N -2.009 -1.031 0.095
N -0.841 -1.415 0.226
H 1.319 1.318 0.221
H -0.642 1.725 -0.224
*
```

HOMO level	-11.15	eV
Kohn-Sham gap	11.03	eV
SMILES	O=C(O)n1cnnn1



R | Entry from OMol25: an isolated molecule of C2H2N4O2 (wB97M-V/def2-TZVPD).

ORCA input file:
```
! RIJCOSX wB97M-V def2-TZVPD def2/J DEFGRID3
* xyz 0 1
O 1.301 1.676 0.464
C 0.288 1.019 0.720
O -0.480 1.133 1.916
N -0.150 0.024 -0.109
C 0.404 -0.169 -1.304
N -0.011 -1.426 -1.556
N -0.776 -1.853 -0.561
N -0.768 -1.101 0.370
H -0.917 0.403 1.967
H 1.110 0.294 -1.907
*
```

HOMO level	-11.35	eV
Kohn-Sham gap	10.88	eV
SMILES	O=C(O)n1cnnn1



S | Entry from OMol25: a structure of composition C2H2N4O2 (wB97M-V/def2-TZVPD).

ORCA input file:
```
! RIJCOSX wB97M-V def2-TZVPD def2/J DEFGRID3
* xyz 0 1
C -0.413 0.287 -0.485
C 0.601 -0.607 1.172
H -0.969 -1.449 -2.175
H 0.912 -1.316 1.939
N -0.457 0.633 -1.837
N 0.138 -0.829 0.029
N 0.912 0.607 2.021
N 0.417 1.611 1.535
O -0.522 -0.381 -2.711
O -0.619 1.444 0.512
*
```

HOMO level	-9.27	eV
Kohn-Sham gap	7.78	eV



Most stable = Q